[1]
Below is one molecule with the formula C4H8N2O in a non-equilibrium geometry, with properties calculated with wB97M-V/def2-TZVPD.

Geometry as XYZ:
```
15
Properties=species:S:1:pos:R:3:forces:R:3
C -0.615966 -1.346450 -0.277508 0.3 0.3 0.0
N -0.005548 -0.043702 -0.527055 0.0 0.6 1.1
C -1.032177 1.291598 -0.391862 -1.5 0.7 -0.8
N 1.047472 -0.053228 -1.475021 0.1 0.3 0.3
C 0.269711 0.862323 0.850044 1.3 -1.7 -0.5
C 0.276288 0.371761 2.101914 -0.1 0.1 -0.4
O -1.068860 2.011654 -1.327845 0.4 -0.3 0.3
H 0.890929 0.757474 -2.074405 0.0 -0.1 0.0
H 1.016611 -0.885988 -2.054459 -0.2 0.0 0.2
H 1.000870 1.608274 0.557704 -0.1 0.0 0.0
H -0.998349 -1.736942 -1.222920 0.0 0.0 0.1
H -1.442083 -1.210880 0.416465 0.0 0.0 0.0
H 0.115365 -2.038559 0.141593 0.0 0.0 0.1
H 0.927494 0.826079 2.836789 -0.2 0.2 0.0
H -0.381756 -0.413414 2.446566 0.1 -0.1 -0.1
```
Forces are in eV/Å.

Output
Kohn-Sham gap (eV): 8.17
Strongest force on any atom (eV/A): 2.26
HOMO (eV): -7.78

[2]
Below is one molecule with the formula C4H8N2O in a non-equilibrium geometry, with properties calculated with wB97M-V/def2-TZVPD.

Geometry as XYZ:
```
15
Properties=species:S:1:pos:R:3:forces:R:3
C -1.679085 0.095373 0.749407 0.0 -0.1 0.0
N -0.468887 0.794425 0.224950 0.0 0.2 0.1
C 0.400169 0.083240 -0.772832 0.0 -0.1 0.0
C 1.491142 -0.632602 -0.041211 -0.1 -0.2 -0.1
O 2.209463 0.310812 0.770500 0.1 0.2 -0.2
C -0.350160 -0.548175 -1.777430 -0.5 -0.4 -0.7
N -0.999768 -1.025294 -2.625581 0.6 0.4 0.8
H -1.370266 -0.854478 1.187465 0.0 0.1 0.0
H -2.179201 0.719614 1.495573 0.1 -0.1 -0.1
H -2.341338 -0.097709 -0.096527 0.1 0.0 0.1
H 0.195344 1.008683 0.982347 -0.1 0.0 -0.1
H -0.756426 1.691831 -0.165603 0.1 -0.1 0.0
H 2.144412 -1.130568 -0.769591 -0.1 0.1 0.1
H 1.179660 -1.398755 0.690778 -0.1 0.1 -0.1
H 2.524938 0.983606 0.147748 0.0 -0.1 0.2
```
Forces are in eV/Å.

Output
Kohn-Sham gap (eV): 7.71
Strongest force on any atom (eV/A): 1.04
HOMO (eV): -7.39

[3]
Below is one molecule with the formula C4H8N2O in a non-equilibrium geometry, with properties calculated with wB97M-V/def2-TZVPD.

Geometry as XYZ:
```
15
Properties=species:S:1:pos:R:3:forces:R:3
C 1.625290 -1.252634 0.113180 0.0 0.0 -0.2
C -0.567371 -0.387839 -0.314331 1.5 -1.9 -1.3
C -0.224682 0.972059 0.137901 2.4 0.7 -1.8
N -1.833934 -0.657038 -0.772330 0.3 0.7 0.4
C -0.800584 1.659739 1.112173 0.6 0.4 -0.3
O 0.976149 1.488362 -0.635776 -2.6 -0.1 2.0
N 0.329649 -1.300267 -0.539629 -1.2 0.5 0.9
H 1.124345 1.050371 -1.493085 -0.7 -0.3 0.7
H -1.960349 -1.635050 -1.003926 -0.4 0.4 0.1
H -2.569874 -0.011267 -0.523134 0.0 -0.5 -0.3
H 1.883028 -2.264795 0.443971 -0.1 0.1 -0.2
H 2.388391 -0.939842 -0.603643 0.1 0.0 0.2
H 1.668645 -0.615277 1.001223 0.0 0.2 -0.1
H -0.475265 2.671521 1.330677 0.0 -0.1 0.0
H -1.563438 1.221958 1.746730 0.0 -0.1 -0.3
```
Forces are in eV/Å.

Output
Kohn-Sham gap (eV): 9.62
Strongest force on any atom (eV/A): 3.28
HOMO (eV): -8.72
Structure (SMILES): C=C(O)/C(N)=N\C

[4]
Below is one molecule with the formula C4H8N2O, with properties calculated with wB97M-V/def2-TZVPD.

Geometry as XYZ:
```
15
Properties=species:S:1:pos:R:3:forces:R:3
N 1.935611 -0.269990 -1.290431 0.0 -0.1 -0.1
C 1.273276 -0.695307 -0.175094 0.0 -0.1 0.0
O 1.111590 -1.874409 0.092689 0.0 0.4 -0.1
C 0.738041 0.439206 0.694589 0.2 0.0 0.2
N -0.613703 0.884444 0.355377 0.1 0.1 0.0
C -1.740785 0.017044 0.633241 -0.2 -0.2 0.1
C -1.323483 0.286052 -0.762494 -0.1 -0.1 -0.3
H 2.239874 -0.958067 -1.963423 -0.1 0.1 0.1
H 1.927922 0.701190 -1.563031 0.0 -0.2 0.1
H 0.754715 0.094227 1.731859 0.0 0.1 -0.1
H 1.408249 1.306945 0.618245 -0.1 -0.2 0.0
H -1.549484 -0.988613 1.005736 0.1 0.2 0.0
H -2.612594 0.515823 1.051620 0.2 -0.1 0.0
H -0.876529 -0.556948 -1.290118 0.0 0.2 0.1
H -1.877917 0.982633 -1.384702 0.1 -0.1 0.1
```
Forces are in eV/Å.

Output
Kohn-Sham gap (eV): 9.97
Strongest force on any atom (eV/A): 0.47
HOMO (eV): -9.05
Structure (SMILES): NC(=O)CN1CC1

[5]
Below is C4H8N2O as an isolated structure in a non-equilibrium geometry, with properties calculated with wB97M-V/def2-TZVPD.

Geometry as XYZ:
```
15
Properties=species:S:1:pos:R:3:forces:R:3
C 1.101710 -0.100197 0.208066 0.1 -0.1 0.1
C 0.502165 1.008754 1.062117 0.5 0.1 -0.1
C -0.038275 -0.944122 -0.320611 -2.9 1.6 2.4
C -0.566114 -0.641352 -1.692760 0.0 -0.1 0.1
N -1.381848 -0.367403 0.801513 2.0 -2.3 -2.8
N -0.923159 0.647593 1.322509 0.9 0.1 -0.2
O -1.544632 1.406523 2.060191 -0.5 0.7 0.8
H 1.668247 0.325704 -0.620217 0.1 0.0 0.0
H 1.772550 -0.719952 0.804773 0.0 0.1 -0.1
H 0.981593 1.116177 2.037538 -0.2 0.0 -0.1
H 0.505292 1.985427 0.574537 -0.1 -0.1 0.1
H 0.026149 -2.001290 -0.105036 0.0 -0.1 0.0
H -0.814817 0.412134 -1.809599 0.0 0.1 0.0
H -1.465888 -1.225286 -1.876819 0.0 0.0 -0.1
H 0.177027 -0.902710 -2.446204 0.1 -0.1 -0.1
```
Forces are in eV/Å.

Output
Kohn-Sham gap (eV): 10.39
Strongest force on any atom (eV/A): 4.14
HOMO (eV): -9.56

[6]
Below is one molecule with the formula C4H8N2O, with properties calculated with wB97M-V/def2-TZVPD.

Geometry as XYZ:
```
15
Properties=species:S:1:pos:R:3:forces:R:3
O 2.639592 -0.556680 0.247071 -0.5 0.0 -0.2
C 1.497946 -0.391287 -0.128466 0.0 0.2 0.0
N 0.764479 -1.534104 -0.637402 -0.1 -0.3 -0.3
C -0.075074 -1.684192 -1.650790 0.4 0.5 0.4
C -1.302302 0.301173 1.067894 0.0 0.2 -0.1
C -0.578915 1.104546 -0.012187 0.0 -0.1 0.0
N 0.858648 0.811383 -0.113155 0.2 -0.1 0.0
H 1.141501 -2.376807 -0.208263 -0.1 0.1 -0.1
H -0.253896 -0.661683 -2.048986 0.0 -0.2 0.1
H -1.276605 -0.764024 0.845153 0.0 0.0 0.1
H -0.843972 0.475960 2.045402 -0.1 -0.1 -0.1
H -2.352233 0.610615 1.113836 0.2 0.0 0.0
H -0.637062 2.173456 0.219647 0.0 -0.2 -0.1
H -1.063288 0.968807 -0.983018 0.1 0.0 0.1
H 1.481186 1.522833 0.243257 -0.1 -0.1 0.0
```
Forces are in eV/Å.

Output
Kohn-Sham gap (eV): 9.36
Strongest force on any atom (eV/A): 0.77
HOMO (eV): -8.77

[7]
Below is a 2-piece molecular cluster, C4H8N2O overall in a non-equilibrium geometry, with properties calculated with wB97M-V/def2-TZVPD.

Geometry as XYZ:
```
15
Properties=species:S:1:pos:R:3:forces:R:3
C 1.014888 -2.057156 0.409863 0.8 -1.3 1.2
C 0.426680 -0.714378 0.493138 0.3 0.4 0.0
C 0.932554 0.565655 0.532530 -0.1 -1.4 0.2
N -0.089326 1.472030 0.548994 0.2 0.5 0.4
C -1.191381 0.771315 0.546112 0.6 0.4 1.0
N -0.928070 -0.570048 0.584254 -0.8 0.9 -0.6
H 1.077110 -2.509198 1.416402 -0.9 -0.1 -0.1
H 0.433153 -2.681516 -0.264168 0.1 -0.2 0.1
H 2.077076 -2.213506 0.212227 0.0 1.0 -0.9
H 1.974074 0.737987 0.754757 0.0 0.6 -0.5
H -2.118718 1.233842 0.834587 -0.5 -0.3 -0.5
H -1.672089 -1.233115 0.467467 0.3 -0.5 0.0
H -0.639788 1.545269 -2.029875 -0.3 1.1 0.9
H 0.630166 0.656458 -1.951520 -0.1 0.3 0.3
O -0.202357 0.808590 -2.403510 0.4 -1.5 -1.4
```
Forces are in eV/Å.

Output
Kohn-Sham gap (eV): 9.52
Strongest force on any atom (eV/A): 2.11
HOMO (eV): -8.72
Structure (SMILES): Cc1cnc[nH]1.O

[8]
Below is a 2-piece molecular cluster, C4H8N2O overall in a non-equilibrium geometry, with properties calculated with wB97M-V/def2-TZVPD.

Geometry as XYZ:
```
15
Properties=species:S:1:pos:R:3:forces:R:3
C -0.443566 2.108973 0.592479 -2.1 -3.8 0.4
C 0.073150 0.781898 -0.036749 1.9 0.7 0.9
C -0.628445 -0.111378 -0.901622 5.6 -1.7 -0.3
N 0.318619 -0.994152 -1.401052 0.1 1.4 0.6
C 1.575967 -0.569779 -0.880511 -3.1 1.3 1.7
N 1.377016 0.329478 0.091418 -0.5 1.0 -1.5
H -0.031656 2.103003 1.571973 0.8 0.4 0.8
H -0.214928 3.010334 0.067261 0.1 0.4 -0.6
H -1.569575 1.918378 0.806988 1.7 0.8 -0.8
H -1.557313 -0.030825 -1.223847 -4.2 -0.1 -1.4
H 0.257778 -1.799428 -2.025185 -0.6 0.5 0.0
H 2.515505 -0.735079 -1.355321 0.5 -0.8 0.0
H -0.666408 -1.745948 0.839213 0.2 -0.5 0.6
H -0.825523 -2.181180 2.242879 -2.4 -0.5 2.7
O -0.180620 -2.084295 1.612082 2.0 0.9 -3.2
```
Forces are in eV/Å.

Output
Kohn-Sham gap (alpha / beta) (eV): 10.74 / 7.24
Strongest force on any atom (eV/A): 5.83
HOMO (alpha / beta) (eV): -15.27 / -15.37
Total charge: +1
Multiplicity: 2

[9]
Below is a 2-piece molecular cluster, C4H8N2O overall in a non-equilibrium geometry, with properties calculated with wB97M-V/def2-TZVPD.

Geometry as XYZ:
```
15
Properties=species:S:1:pos:R:3:forces:R:3
C 1.920884 1.083851 -0.232562 -0.7 -0.8 -0.4
C 0.898157 -0.014441 -0.169255 1.1 1.1 -0.8
C 0.884606 -0.928250 0.916682 -1.3 -1.6 0.9
N -0.170177 -1.726126 0.686606 0.2 0.0 -0.5
C -0.709486 -1.358671 -0.551686 1.4 -0.5 0.3
N -0.061252 -0.334653 -1.055548 -0.1 0.6 -0.1
H 2.926586 0.687626 -0.071210 -0.1 -0.2 0.2
H 1.699576 1.743952 0.612464 0.1 0.3 -0.2
H 1.927881 1.573723 -1.202936 -0.3 0.2 0.2
H 1.534880 -1.054628 1.770246 0.0 0.1 0.0
H -0.445612 -2.595191 1.123287 0.2 0.1 0.5
H -1.339895 -2.066680 -1.070438 -0.5 0.4 0.0
H -2.376130 2.058674 -0.172453 -0.4 0.6 0.1
H -3.350051 0.995861 -0.408017 -0.7 0.1 0.0
O -3.339966 1.934953 -0.175179 1.0 -0.7 -0.1
```
Forces are in eV/Å.

Output
Kohn-Sham gap (alpha / beta) (eV): 9.94 / 6.09
Strongest force on any atom (eV/A): 2.21
HOMO (alpha / beta) (eV): -14.36 / -14.36
Total charge: +1
Multiplicity: 2

[10]
Below is one molecule with the formula C4H8N2O2 in a non-equilibrium geometry, with properties calculated with wB97M-V/def2-TZVPD.

Geometry as XYZ:
```
16
Properties=species:S:1:pos:R:3:forces:R:3
C -1.168603 0.324249 -0.904077 -0.1 -0.1 0.7
C 0.769495 -0.648100 0.137256 0.8 0.7 -1.1
C 0.283948 0.445824 -0.560977 0.3 -1.3 1.0
N 0.560175 -1.966887 -0.293574 0.0 -0.1 0.5
N 0.749082 1.731649 -0.346581 0.3 0.5 0.4
C -1.430017 0.078694 0.613677 -1.7 1.1 -0.5
O 1.707746 -0.527208 1.135045 -0.2 0.4 -0.2
O -1.511509 0.967867 1.459388 0.2 -0.6 -0.7
H 1.546114 0.319479 1.598167 0.0 -0.7 -0.1
H 1.109554 -2.618827 0.253494 -0.2 0.0 -0.1
H 0.700849 -2.112387 -1.283541 0.1 0.1 0.1
H 1.388086 1.851065 0.430778 0.1 0.0 -0.3
H 0.016333 2.420657 -0.244539 -0.1 -0.1 0.0
H -1.728759 -0.962319 0.817162 0.6 0.0 0.3
H -1.405280 -0.549466 -1.503517 -0.1 0.1 -0.1
H -1.587214 1.245711 -1.308160 0.0 -0.1 0.0
```
Forces are in eV/Å.

Output
Kohn-Sham gap (eV): 7.96
Strongest force on any atom (eV/A): 2.14
HOMO (eV): -7.27
Structure (SMILES): N/C(O)=C(/N)CC=O